Entry from the Open Molecules 2025 dataset: a 3-piece molecular cluster, H6O3 overall (ωB97M-V/def2-TZVPD).

Output
Gap between HOMO and LUMO (eV): 12.70
HOMO level (eV): -11.609
SMILES: O.O.O
Total charge: 0
ΔE to the lowest compared entry with this formula, charge and spin (kJ/mol): 64.0

Geometry (Å):
O1 -0.5954 11.4280 -8.9881
H1 -1.1134 10.6130 -8.9188
H2 -0.8679 11.9465 -8.2248
O2 1.1841 -8.3178 10.9076
H3 1.0599 -7.8200 11.7238
H4 2.0573 -8.0587 10.5851
O3 -0.6809 -3.0770 -2.0350
H5 -1.2504 -3.5619 -2.6537
H6 0.2067 -3.1520 -2.3962

Cartesian forces (eV/Å) of the 6 atoms listed first:
-0.22 -0.28 0.08
0.19 0.25 -0.06
0.03 0.03 -0.02
0.18 0.11 0.01
0.04 -0.05 -0.11
-0.22 -0.05 0.10

Entry from the Open Molecules 2025 dataset: a 2-piece molecular cluster, C3H9NO2 overall (ωB97M-V/def2-TZVPD).

Output
Gap between HOMO and LUMO (eV): 9.59
HOMO level (eV): -8.971
SMILES: CC(=O)O.CN
Total charge: 0
ΔE to the lowest compared entry with this formula, charge and spin (kJ/mol): 101.4

Geometry (Å):
C1 0.5271 -1.4771 2.0797
C2 0.3441 -1.1414 0.6546
O1 -0.6665 -0.8328 0.0897
O2 1.5257 -1.2474 0.0012
H1 -0.3877 -1.4498 2.6694
H2 1.2604 -0.8689 2.6035
H3 1.0457 -2.4160 2.2324
H4 1.4477 -1.0137 -0.9333
C3 -0.8885 2.1108 -0.5876
N1 -0.5940 2.1098 -2.0374
H5 -0.0387 1.7032 -0.0570
H6 -1.8662 1.6797 -0.3939
H7 -1.0280 3.1558 -0.2779
H8 0.2455 1.5848 -2.2337
H9 -1.3177 1.6208 -2.5523

Cartesian forces (eV/Å) of the 6 atoms listed first:
0.24 -0.19 1.55
0.35 0.01 -0.81
-0.24 -0.07 0.19
0.54 -0.04 0.19
-0.06 -0.06 -0.36
-0.06 0.83 -0.37

Entry from the Open Molecules 2025 dataset: a 2-piece molecular cluster, C3H2Cl3N overall (ωB97M-V/def2-TZVPD).

Output
Gap between HOMO and LUMO (alpha / beta) (eV): 8.91 / 5.75
HOMO level (alpha / beta) (eV): -11.174 / -9.432
Total charge: 0
ΔE to the lowest compared entry with this formula, charge and spin (kJ/mol): 232.5

Geometry (Å):
C1 0.7916 0.2968 -1.2485
C2 -1.0235 -0.2480 0.3997
C3 0.0279 0.6423 -0.1400
N1 1.3743 0.0303 -2.2052
Cl1 -0.5828 -1.9695 0.2242
Cl2 2.3737 -0.7843 1.1802
Cl3 0.1999 2.1886 0.5040
H1 -1.2082 -0.0370 1.4528
H2 -1.9529 -0.1192 -0.1672

Cartesian forces (eV/Å) of the 6 atoms listed first:
-0.13 0.13 -0.26
-0.31 -0.47 0.04
0.74 -0.38 0.77
0.27 -0.09 -0.46
-0.19 0.22 0.02
-0.39 0.33 -0.10

Entry from the Open Molecules 2025 dataset: C37H44InN4O3Se4 as an isolated structure (ωB97M-V/def2-TZVPD).

Output
Gap between HOMO and LUMO (eV): 7.03
HOMO level (eV): -4.955
Total charge: -1

Geometry (Å):
In1 10.1071 13.0294 11.2269
C1 12.6345 18.0245 10.6543
C2 11.5625 16.9761 10.9223
C3 10.7777 17.2813 12.1941
C4 10.6480 16.7832 9.7111
C5 10.0029 17.8839 9.1296
C6 9.1547 17.7184 8.0455
C7 8.9599 16.4621 7.5092
C8 9.5626 15.3430 8.0732
C9 9.4914 13.9971 7.3728
C10 8.1289 13.7055 6.8157
C11 10.5566 13.9136 6.2967
C12 10.4224 15.5129 9.1695
N1 11.0565 14.3866 9.7673
C13 12.3707 14.3515 9.5087
O1 13.0424 15.0447 8.7560
C14 13.1231 13.4531 10.4769
C15 14.5025 13.4704 10.6093
C16 15.0857 12.8896 11.7706
C17 14.2529 12.3505 12.7488
C18 12.8789 12.3702 12.5447
N2 12.3853 12.8910 11.4174
C19 11.9011 11.8961 13.5740
O2 12.2988 11.4375 14.6417
N3 10.6642 12.1769 13.2496
C20 9.5942 11.8377 14.1266
C21 9.1651 10.5038 14.1465
C22 8.0271 10.2147 14.9047
C23 7.3101 11.2078 15.5438
C24 7.7858 12.4860 15.5447
C25 8.9610 12.8301 14.8539
C26 9.4981 14.2566 14.9338
C27 8.4509 15.2874 15.3434
C28 10.7266 14.3367 15.8600
C29 9.9080 9.3626 13.4160
C30 8.9382 8.4017 12.7023
C31 10.7690 8.5985 14.4438
H1 13.3244 18.0775 11.4890
H2 12.2104 19.0341 10.4869
H3 13.2035 17.7491 9.7476
H4 12.1353 16.0579 11.1008
H5 10.1767 18.2103 12.0173
H6 11.4476 17.4681 13.0461
H7 10.0962 16.4676 12.4676
H8 10.2461 18.8837 9.5090
H9 8.7308 18.5653 7.5349
H10 8.2999 16.3774 6.6368
H11 9.7073 13.2122 8.0855
H12 7.8810 14.3773 5.9665
H13 7.3390 13.8215 7.5771
H14 8.0926 12.7032 6.4104
H15 10.4903 14.7750 5.6097
H16 10.4453 12.9907 5.7287
H17 11.5534 13.9089 6.6927
H18 15.1153 13.9035 9.8340
H19 16.1593 12.8461 11.8749
H20 14.6463 11.9037 13.6651
H21 7.6571 9.1882 14.9718
H22 6.4027 10.9724 16.0828
H23 7.2493 13.2100 16.1137
H24 9.8278 14.5125 13.8754
H25 8.2304 15.2921 16.4046
H26 7.4904 15.0749 14.8322
H27 8.7863 16.3093 15.1046
H28 10.5018 14.0020 16.8789
H29 11.1468 15.3681 15.8641
H30 11.4941 13.6763 15.4783
H31 10.5694 9.7974 12.6524
H32 8.1989 8.0262 13.3779
H33 9.4275 7.5272 12.2729
H34 8.3917 8.9417 11.8878
H35 10.1674 8.2139 15.2449
H36 11.5612 9.2482 14.8046
H37 11.2521 7.7095 13.9953
Se1 7.7694 13.9878 11.7054
Se2 5.1659 11.4943 10.4494
Se3 7.1786 11.6957 11.4809
Se4 8.9331 11.0032 10.0406
O3 12.5512 11.0457 7.5675
C32 12.0239 9.7377 7.4911
C33 12.2494 8.9706 8.7880
C34 11.8885 7.6507 8.9823
C35 12.0485 7.0852 10.2254
C36 12.5629 7.8507 11.2497
C37 12.9981 9.1236 10.9427
N4 12.8344 9.6723 9.7385
H38 13.0906 11.1199 8.3690
H39 12.4858 9.2014 6.6580
H40 10.9138 9.7650 7.3064
H41 11.4988 7.0972 8.1559
H42 11.7751 6.0594 10.4179
H43 12.7956 7.4733 12.2109
H44 13.3766 9.7698 11.7128

Cartesian forces (eV/Å) of the 6 atoms listed first:
0.52 -0.25 -0.12
-0.05 0.47 -0.79
0.30 -0.28 -0.18
-0.46 0.85 -0.09
-0.20 0.21 0.23
0.51 -0.01 0.32

Entry from the Open Molecules 2025 dataset: a 9-piece molecular cluster, C48H88BF4N16 overall (ωB97M-V/def2-TZVPD).

Output
Gap between HOMO and LUMO (alpha / beta) (eV): 1.75 / 6.37
HOMO level (alpha / beta) (eV): -12.540 / -17.160
Multiplicity: 2
<S²>: 0.76
Total charge: +6

Geometry (Å):
C1 -18.0767 4.1391 -7.9703
C2 -18.9824 4.4392 -9.3143
N1 -19.6258 5.7919 -9.1108
C3 -20.8775 6.0139 -8.6290
C4 -21.0496 7.4004 -8.4842
N2 -19.9486 8.0136 -8.9628
C5 -19.0410 7.0156 -9.2818
C6 -19.5907 9.4185 -9.1107
H1 -17.4859 4.8965 -7.4552
H2 -17.4446 3.2932 -8.2404
H3 -18.6517 3.7377 -7.1358
H4 -19.8258 3.8018 -9.5798
H5 -18.3004 4.4679 -10.1642
H6 -21.5566 5.2201 -8.3547
H7 -21.8571 8.0232 -8.1284
H8 -18.0176 7.2982 -9.4793
H9 -19.0380 9.8373 -8.2697
H10 -20.4847 10.0362 -9.1953
H11 -18.8698 9.5077 -9.9234
C7 -15.7217 -1.1429 -12.4374
C8 -14.5268 -0.2733 -12.0824
N3 -13.7208 -0.0579 -13.2792
C9 -14.1556 0.3193 -14.5139
C10 -13.1585 0.1674 -15.4665
N4 -11.9980 -0.0884 -14.6759
C11 -12.3297 -0.3060 -13.3405
C12 -10.6510 -0.1346 -15.1830
H12 -16.4561 -0.6539 -13.0776
H13 -16.4104 -1.3669 -11.6229
H14 -15.3811 -2.0847 -12.8676
H15 -13.8295 -0.8346 -11.4606
H16 -14.8650 0.6908 -11.7027
H17 -15.1706 0.6879 -14.5338
H18 -13.2344 0.0732 -16.5397
H19 -11.7178 -0.5928 -12.4981
H20 -10.3123 0.8536 -15.4944
H21 -10.7210 -0.5958 -16.1682
H22 -9.9821 -0.5642 -14.4372
C13 -14.2344 0.4060 -8.1937
C14 -12.9104 1.1072 -7.8572
N5 -13.1062 2.5890 -7.6493
C15 -13.5117 3.3879 -8.7183
C16 -13.6035 4.6525 -8.1180
N6 -13.1544 4.6186 -6.8055
C17 -12.7228 3.3410 -6.5208
C18 -12.9328 5.7503 -5.9326
H23 -14.9655 0.5380 -7.3961
H24 -14.1843 -0.6799 -8.2740
H25 -14.7108 0.8094 -9.0872
H26 -12.1874 0.8942 -8.6446
H27 -12.4444 0.6971 -6.9612
H28 -13.5788 3.1333 -9.7657
H29 -14.0654 5.5429 -8.5182
H30 -12.2362 3.1334 -5.5792
H31 -12.8206 6.6916 -6.4706
H32 -12.1362 5.4339 -5.2593
H33 -13.8482 5.8666 -5.3523
C19 -15.0335 -5.2977 -3.1374
C20 -15.9964 -4.1339 -3.3506
N7 -16.1229 -3.6978 -4.7741
C21 -16.1759 -2.4878 -5.3079
C22 -16.2980 -2.6373 -6.6928
N8 -16.3270 -3.9573 -7.0257
C23 -16.2952 -4.5647 -5.8087
C24 -16.2341 -4.5716 -8.3277
H34 -15.4828 -6.2297 -3.4802
H35 -14.7098 -5.2441 -2.0980
H36 -14.0289 -5.1566 -3.5362
H37 -15.8324 -3.1934 -2.8247
H38 -16.9996 -4.4110 -3.0265
H39 -16.1387 -1.5887 -4.7106
H40 -16.4415 -1.9222 -7.4893
H41 -16.3990 -5.6353 -5.7116
H42 -17.1264 -5.1373 -8.5959
H43 -15.4326 -5.3093 -8.3682
H44 -15.8254 -3.8405 -9.0252
C25 -19.0659 -1.1893 -16.5481
C26 -20.4542 -1.3532 -15.9015
N9 -20.5360 -0.7054 -14.5575
C27 -21.0823 0.5189 -14.3065
C28 -21.0825 0.8326 -12.9709
N10 -20.5156 -0.2744 -12.3826
C29 -20.1981 -1.2265 -13.3315
C30 -20.3596 -0.4067 -10.9766
H45 -18.1928 -1.6935 -16.1340
H46 -18.8449 -0.1294 -16.4229
H47 -19.1460 -1.3224 -17.6270
H48 -20.8238 -2.3600 -15.7071
H49 -21.0598 -0.7813 -16.6046
H50 -21.4242 1.0553 -15.1793
H51 -21.3663 1.7674 -12.5105
H52 -19.7858 -2.2162 -13.2014
H53 -19.4525 -0.9980 -10.8524
H54 -21.2356 -0.9897 -10.6922
H55 -20.3690 0.5648 -10.4824
C31 -16.4939 2.1787 -3.6985
C32 -17.6733 1.3017 -3.2117
N11 -18.9061 1.6564 -3.9124
C33 -19.3594 1.0179 -5.0595
C34 -20.6017 1.5638 -5.4229
N12 -20.9305 2.5222 -4.5644
C35 -19.8909 2.5473 -3.6566
C36 -22.1474 3.2160 -4.6391
H56 -16.7883 3.1989 -3.9447
H57 -16.0293 1.8420 -4.6252
H58 -15.6803 2.1496 -2.9737
H59 -17.8666 1.4065 -2.1441
H60 -17.4350 0.2434 -3.3179
H61 -18.8481 0.1669 -5.4848
H62 -21.3242 1.0636 -6.0507
H63 -19.8852 3.1941 -2.7918
H64 -22.9417 2.4918 -4.4583
H65 -22.2863 3.7014 -5.6052
H66 -22.0580 3.9362 -3.8258
C37 -20.7021 -2.5431 -5.1866
C38 -20.8483 -3.9206 -4.5888
N13 -21.7505 -3.9688 -3.3913
C39 -23.1332 -3.8681 -3.4106
C40 -23.6202 -3.6786 -2.0550
N14 -22.5560 -3.8747 -1.2818
C41 -21.4523 -3.9882 -2.0957
C42 -22.5701 -3.8855 0.1658
H67 -21.5847 -1.9140 -5.3021
H68 -20.2008 -2.6645 -6.1469
H69 -19.8468 -2.1266 -4.6545
H70 -19.8785 -4.3254 -4.2993
H71 -21.2446 -4.3885 -5.4900
H72 -23.5651 -3.9665 -4.3956
H73 -24.6660 -3.5422 -1.8221
H74 -20.4324 -3.9812 -1.7403
H75 -21.6726 -3.4163 0.5687
H76 -22.7032 -4.9190 0.4854
H77 -23.3890 -3.2877 0.5659
C43 -21.2991 -3.7579 -8.3343
C44 -22.6166 -3.0737 -8.1820
N15 -23.6553 -3.8424 -8.8331
C45 -23.6447 -4.1912 -10.1204
C46 -24.7448 -4.9744 -10.3310
N16 -25.5926 -4.9567 -9.2588
C47 -24.8732 -4.1324 -8.3360
C48 -26.8567 -5.5904 -8.9923
H78 -21.1489 -4.6583 -7.7386
H79 -20.4217 -3.2486 -7.9358
H80 -20.9586 -3.8776 -9.3628
H81 -22.5482 -2.0918 -8.6504
H82 -22.8423 -2.8315 -7.1435
H83 -22.8090 -3.9735 -10.7690
H84 -25.0792 -5.4051 -11.2632
H85 -25.2117 -3.9794 -7.3219
H86 -27.6263 -4.8778 -8.6957
H87 -26.7286 -6.4008 -8.2746
H88 -27.1392 -6.2011 -9.8498
B1 -18.2735 -0.0581 -8.3044
F1 -17.7650 -0.1514 -9.6285
F2 -17.2061 0.2234 -7.4768
F3 -19.0518 1.0885 -8.3192
F4 -18.9556 -1.1699 -7.8992

Cartesian forces (eV/Å) of the 6 atoms listed first:
-1.37 -1.55 -1.05
1.17 1.74 2.35
1.35 1.62 -0.57
-0.81 1.67 0.80
-0.64 -1.04 -0.37
2.65 -2.84 -0.20

Entry from the Open Molecules 2025 dataset: a 3-piece molecular cluster, C15H38BBrO8P2S overall (ωB97M-V/def2-TZVPD).

Output
Gap between HOMO and LUMO (eV): 7.68
HOMO level (eV): -9.780
SMILES: CCOP(=O)(OCC)OCC.CCOP(=O)(OCC)OCC.C[C@@H](Br)CBS
Total charge: 0

Geometry (Å):
C1 -4.7042 3.2149 4.3752
C2 -3.2516 3.6137 4.5622
O1 -2.3846 2.5066 4.3789
P1 -2.2008 1.9393 2.8330
O2 -1.2156 3.0558 2.4089
O3 -0.9691 0.8596 3.1318
C3 0.2938 0.9524 2.4927
C4 1.2835 1.6638 3.3986
O4 -3.3017 0.6918 3.3069
C5 -2.9235 -0.5842 3.8028
C6 -2.4653 -0.5349 5.2484
H1 -4.8984 2.9241 3.3390
H2 -5.3693 4.0473 4.6277
H3 -4.9559 2.3559 5.0056
H4 -2.9784 4.4214 3.8768
H5 -3.1021 3.9788 5.5827
H6 0.2156 1.4290 1.5105
H7 0.6451 -0.0700 2.3163
H8 0.9315 2.6621 3.6786
H9 2.2571 1.7631 2.9106
H10 1.4132 1.1079 4.3330
H11 -2.1894 -1.0634 3.1465
H12 -3.8186 -1.2104 3.7504
H13 -1.5722 0.0812 5.3795
H14 -2.2374 -1.5419 5.6126
H15 -3.2429 -0.1002 5.8824
C7 1.7639 -7.1870 -3.7768
C8 1.1272 -6.4560 -2.6087
O5 1.6202 -5.1310 -2.4983
P2 1.1358 -4.0465 -3.6536
O6 -0.2583 -3.8099 -3.0230
O7 1.7692 -2.6735 -2.9566
C9 0.9619 -1.5664 -2.5895
C10 0.6255 -1.6366 -1.1102
O8 2.6935 -4.3108 -4.3583
C11 3.8439 -3.5141 -4.1158
C12 4.4802 -3.8043 -2.7692
H16 1.4650 -6.7373 -4.7278
H17 1.4615 -8.2393 -3.7855
H18 2.8559 -7.1320 -3.7213
H19 0.0375 -6.4439 -2.7045
H20 1.3734 -6.9736 -1.6768
H21 0.0661 -1.4947 -3.2144
H22 1.5473 -0.6601 -2.7780
H23 0.1170 -2.5720 -0.8542
H24 -0.0157 -0.8011 -0.8161
H25 1.5402 -1.6070 -0.5092
H26 3.6264 -2.4499 -4.2559
H27 4.5652 -3.7726 -4.8961
H28 3.8115 -3.5734 -1.9362
H29 5.3939 -3.2147 -2.6422
H30 4.7326 -4.8649 -2.6851
C13 0.0948 5.4585 -0.3571
C14 -0.7282 5.7936 -1.7411
Br1 -0.6072 7.7722 -2.0329
C15 -0.0445 4.8818 -2.9300
B1 -0.6726 3.3419 -2.7306
S1 0.4444 1.8180 -2.6685
H31 1.2467 5.6412 -0.6095
H32 -0.0126 4.3575 0.0258
H33 -0.2998 6.1616 0.5032
H34 -1.8545 5.5015 -1.6146
H35 1.1289 4.9095 -2.7442
H36 -0.2044 5.3024 -4.0171
H37 -1.8590 3.2733 -2.5941
H38 1.7682 2.2954 -2.7175

Cartesian forces (eV/Å) of the 6 atoms listed first:
-0.16 0.00 0.09
-0.27 0.27 0.34
-0.78 0.65 -0.41
5.97 -2.18 7.20
-3.66 -0.15 -2.99
-0.93 -0.30 -1.11